Here is 15 unconnected molecules or ions with the total composition C82H207N13O30 in a non-equilibrium geometry from the OMol25 dataset. Energies are from the ωB97M-V functional and the def2-TZVPD basis.

CARTESIAN COORDINATES (ANGSTROEM)
C  4.54500  -5.29393  -3.44615
O  4.98867  -5.91741  -2.18472
C  5.87198  -5.05335  -1.43356
C  6.30526  -5.89477  -0.20437
N  5.15517  -6.25109  0.66168
C  5.64775  -6.75380  1.90452
C  6.21357  -8.20676  1.69956
O  5.22030  -9.13287  1.44547
C  5.72118  -10.46508  1.56748
H  5.37855  -5.04554  -4.10312
H  3.97793  -4.37498  -3.29759
H  3.85962  -6.02682  -3.87185
H  5.22731  -4.22015  -1.15379
H  6.70720  -4.66571  -2.01686
H  7.15654  -5.48109  0.33626
H  6.68510  -6.83733  -0.59859
H  4.67440  -6.99366  0.17429
H  4.77974  -6.83634  2.55862
H  6.28058  -5.98977  2.35604
H  6.81558  -8.43770  2.57839
H  6.90459  -8.24250  0.85735
H  4.91064  -11.17509  1.40309
H  6.06441  -10.69445  2.57629
H  6.50782  -10.59574  0.82437
C  0.26059  -6.22082  4.90214
O  -0.35198  -7.25908  4.11322
C  -0.01692  -7.24185  2.77582
C  -0.96836  -8.07998  1.93125
N  -2.29456  -7.52402  2.04843
C  -2.56189  -6.37877  1.10310
C  -4.05145  -5.88038  1.18157
O  -4.28409  -5.29481  2.41321
C  -5.51916  -4.54001  2.48279
H  1.32003  -6.06379  4.69954
H  0.08348  -6.59023  5.91223
H  -0.21077  -5.25566  4.71673
H  1.00945  -7.57429  2.62037
H  0.05391  -6.20125  2.45921
H  -1.02181  -9.07822  2.36570
H  -0.58648  -8.32723  0.94072
H  -2.34693  -7.20039  3.00374
H  -2.34651  -6.63818  0.06657
H  -1.83387  -5.61614  1.37965
H  -4.75079  -6.65217  0.86007
H  -4.09521  -5.13971  0.38308
H  -6.46397  -5.07860  2.40948
H  -5.56068  -3.87884  1.61721
H  -5.57323  -4.01152  3.43456
C  -4.67857  7.01613  1.26396
O  -3.49858  7.39155  0.61561
C  -2.37226  6.95955  1.34325
C  -1.17486  6.88697  0.45337
N  -0.45038  8.14415  0.28940
C  0.55426  7.95919  -0.73999
C  1.69019  7.00471  -0.34614
O  1.33654  5.58556  -0.49144
C  0.96186  5.16037  -1.82317
H  -4.67518  7.40861  2.28084
H  -4.74975  5.93281  1.36111
H  -5.53793  7.41216  0.72290
H  -2.49526  5.93339  1.68960
H  -2.24796  7.63483  2.18979
H  -1.39869  6.55207  -0.55947
H  -0.56906  6.05483  0.81204
H  -1.00714  8.98574  0.33248
H  0.88585  8.96040  -1.01519
H  0.11472  7.75939  -1.71723
H  2.18433  7.10050  0.62069
H  2.42478  7.14712  -1.13872
H  0.79779  4.08930  -1.70487
H  1.81611  5.26529  -2.49202
H  0.02074  5.62389  -2.11902
C  6.34268  -1.84259  -3.07373
O  5.03015  -1.49818  -3.56374
C  4.84336  -1.40513  -4.98520
C  3.31778  -1.24533  -5.31269
N  2.52593  -2.46268  -5.03660
C  1.07654  -2.21153  -5.34581
C  0.74097  -1.78218  -6.79241
O  -0.62241  -1.83120  -7.01609
C  -1.44077  -0.80128  -6.43094
H  6.30618  -1.81775  -1.98463
H  7.07640  -1.19553  -3.55444
H  6.59485  -2.87409  -3.31973
H  5.27407  -2.22186  -5.56446
H  5.26712  -0.45775  -5.31838
H  3.26380  -0.94854  -6.36012
H  2.76276  -0.51127  -4.72855
H  2.52441  -2.57732  -4.03313
H  0.67080  -1.52525  -4.60252
H  0.62525  -3.18485  -5.15323
H  1.25717  -2.51768  -7.40940
H  1.09521  -0.78236  -7.04334
H  -0.99336  0.18376  -6.56365
H  -1.52268  -1.04438  -5.37156
H  -2.39590  -0.68171  -6.94234
C  -7.97948  -1.71454  3.79586
O  -7.25782  -0.84441  4.67976
C  -6.23871  -0.13475  4.03829
C  -4.91756  -0.93043  3.84670
N  -4.36463  -1.71203  4.93682
C  -3.24637  -2.62776  4.54156
C  -2.95069  -3.67660  5.60810
O  -2.13983  -3.19502  6.73598
C  -2.10174  -4.12415  7.73760
H  -8.70894  -1.16238  3.20329
H  -8.54358  -2.48485  4.32170
H  -7.37377  -2.21754  3.04205
H  -5.88920  0.64316  4.71710
H  -6.55842  0.48270  3.19886
H  -4.11714  -0.24278  3.57366
H  -5.12913  -1.55588  2.97943
H  -5.07829  -2.32465  5.30488
H  -2.32967  -2.15809  4.18499
H  -3.54531  -3.12655  3.61963
H  -2.45487  -4.54088  5.16618
H  -3.95425  -4.00645  5.87676
H  -1.41854  -3.85314  8.54250
H  -1.77325  -5.11148  7.41298
H  -3.08724  -4.22055  8.19323
C  -1.69963  -2.29383  0.58983
O  -0.79967  -2.39458  1.65441
C  0.24181  -3.35302  1.52837
C  1.51758  -2.54378  1.24962
N  1.57188  -1.85167  -0.04072
C  2.83595  -1.30674  -0.46162
C  2.64219  -0.17873  -1.51482
O  1.56672  0.76863  -1.16516
C  1.82839  1.69049  -0.06831
H  -2.67420  -2.21625  1.07178
H  -1.66573  -3.17875  -0.04569
H  -1.48514  -1.44182  -0.05530
H  0.04944  -4.16013  0.82148
H  0.45663  -3.82526  2.48698
H  2.41712  -3.13031  1.43644
H  1.53787  -1.70911  1.95034
H  0.97821  -1.03468  -0.05487
H  3.43700  -2.10828  -0.89100
H  3.35557  -0.91686  0.41364
H  2.46268  -0.60893  -2.50011
H  3.55085  0.39514  -1.69683
H  0.91918  2.26020  0.12370
H  2.56211  2.46035  -0.30723
H  2.12496  1.21975  0.86900
C  -1.36649  0.37153  -2.01735
O  -2.39050  0.03593  -2.94006
C  -3.46423  0.86549  -3.04550
C  -4.46362  0.11602  -3.91687
N  -5.76658  0.72858  -3.92100
C  -6.75886  -0.07758  -4.67944
C  -8.18022  0.48786  -4.51609
O  -8.79568  0.18725  -3.26931
C  -10.22475  0.16075  -3.25515
H  -0.57338  -0.37088  -1.92845
H  -1.76607  0.59181  -1.02745
H  -0.90376  1.30870  -2.32671
H  -3.09142  1.75696  -3.54989
H  -3.90598  1.14564  -2.08922
H  -4.50603  -0.86211  -3.43777
H  -4.03481  0.03097  -4.91537
H  -5.94560  1.28842  -3.09965
H  -6.93838  -1.09597  -4.33485
H  -6.55715  -0.12984  -5.74934
H  -8.73430  0.12119  -5.38017
H  -8.25710  1.54073  -4.78750
H  -10.57265  -0.16244  -2.27402
H  -10.63501  -0.51731  -4.00350
H  -10.72677  1.10628  -3.46014
C  6.31627  2.16806  -2.77384
O  5.62641  2.26367  -4.00709
C  4.82840  3.40689  -4.17142
C  3.81611  3.31782  -5.42071
N  2.95426  2.14300  -5.33285
C  1.82173  2.22955  -4.45654
C  0.57822  3.16093  -4.99251
O  0.94568  4.52717  -5.02505
C  -0.13114  5.31909  -5.56551
H  6.85810  1.23114  -2.64471
H  5.61183  2.21003  -1.94311
H  6.95780  3.03408  -2.61091
H  5.49352  4.26982  -4.20409
H  4.07940  3.39526  -3.37960
H  4.42698  3.10735  -6.29857
H  3.26472  4.23081  -5.64549
H  3.53402  1.40494  -4.95970
H  1.97649  2.57563  -3.43459
H  1.47048  1.21550  -4.26568
H  -0.25022  2.88413  -4.34047
H  0.28414  2.81107  -5.98207
H  0.14927  6.36442  -5.69498
H  -1.04002  5.38507  -4.96744
H  -0.47633  4.96456  -6.53673
C  -2.75423  -3.47173  -3.21446
O  -3.77233  -4.01758  -2.38891
C  -4.99406  -4.33643  -3.11647
C  -6.05625  -4.75890  -1.99887
N  -6.24740  -3.84228  -0.90148
C  -6.98194  -2.66732  -1.34335
C  -7.23188  -1.71123  -0.13136
O  -6.02403  -1.41341  0.63124
C  -4.99011  -0.63404  0.01045
H  -2.27772  -4.31365  -3.71667
H  -2.08985  -2.97007  -2.51086
H  -3.19005  -2.78056  -3.93588
H  -4.77917  -5.17102  -3.78384
H  -5.34076  -3.55872  -3.79696
H  -5.64425  -5.68247  -1.59221
H  -7.01481  -4.86031  -2.50779
H  -5.43026  -3.32126  -0.61703
H  -7.82839  -2.79160  -2.01875
H  -6.32706  -2.07730  -1.98453
H  -7.95333  -2.20940  0.51628
H  -7.75467  -0.78177  -0.35697
H  -4.47516  -1.11090  -0.82355
H  -4.31039  -0.33999  0.81022
H  -5.31147  0.36945  -0.26853
C  -4.73245  10.09439  -6.42010
O  -5.37213  9.07373  -5.70914
C  -6.03583  8.01305  -6.42291
C  -6.71474  7.19015  -5.25814
N  -5.69477  6.59165  -4.39808
C  -6.35270  5.73824  -3.42171
C  -5.28173  5.27538  -2.38650
O  -4.25111  4.45285  -2.94100
C  -3.04937  4.34116  -2.15115
H  -5.50249  10.68654  -6.91457
H  -4.11951  9.59882  -7.17295
H  -4.07784  10.69813  -5.79156
H  -5.31847  7.31149  -6.84871
H  -6.75555  8.53984  -7.04949
H  -7.23816  6.40368  -5.80182
H  -7.44706  7.84527  -4.78631
H  -5.35632  7.42451  -3.93777
H  -6.84491  4.88491  -3.88821
H  -7.12427  6.26356  -2.85884
H  -5.79226  4.64753  -1.65625
H  -4.87662  6.10727  -1.81035
H  -3.28054  3.84368  -1.20926
H  -2.59242  5.28569  -1.85593
H  -2.25401  3.71324  -2.55266
C  0.42203  3.85720  8.46701
O  -0.33133  2.97046  7.60586
C  -0.65106  3.65331  6.35369
C  -1.30086  2.57054  5.46532
N  -0.35893  1.50490  4.97755
C  -1.01890  0.63972  3.99031
C  -1.07689  1.24002  2.53726
O  -2.38615  1.88830  2.37266
C  -2.46518  2.97964  1.52084
H  -0.15527  4.71588  8.80980
H  1.28460  4.26735  7.94179
H  0.63550  3.36332  9.41496
H  0.25404  3.88661  5.79291
H  -1.18315  4.60090  6.43776
H  -1.73374  3.13246  4.63770
H  -2.18117  2.29505  6.04607
H  0.42628  1.87727  4.46287
H  -1.97369  0.25365  4.34729
H  -0.31078  -0.18694  4.04782
H  -0.90213  0.50880  1.74802
H  -0.20386  1.88588  2.44351
H  -1.71771  3.72959  1.77961
H  -3.49609  3.33364  1.52521
H  -2.20768  2.59944  0.53228
C  6.44749  -0.81966  2.12358
O  5.11051  -0.29349  2.42816
C  4.76155  -0.34676  3.74853
C  3.25706  -0.33356  4.03878
N  2.93273  -0.47136  5.48870
C  3.03446  -1.77223  6.09800
C  2.15295  -2.94921  5.46429
O  2.47465  -3.44263  4.12130
C  3.61892  -4.27548  3.89952
H  6.73956  -0.55610  1.10705
H  6.59585  -1.89924  2.14856
H  7.15631  -0.25103  2.72551
H  5.28246  0.40247  4.34470
H  5.10223  -1.27825  4.20059
H  2.73820  -1.06677  3.42131
H  2.96328  0.66698  3.72144
H  2.04401  -0.06915  5.75043
H  2.75945  -1.66881  7.14765
H  4.07402  -2.07786  6.21630
H  1.22445  -2.42831  5.23051
H  1.91929  -3.78013  6.12993
H  3.37751  -5.18591  4.44810
H  4.55087  -3.82342  4.23895
H  3.84785  -4.58325  2.87925
C  11.09217  3.36435  1.77339
O  10.04354  2.45076  1.47188
C  9.50135  1.84757  2.62892
C  8.57874  2.81915  3.44871
N  7.54948  3.50483  2.70206
C  6.42779  2.68960  2.27638
C  5.30862  3.52349  1.62474
O  5.82702  3.95573  0.31687
C  4.91225  4.79640  -0.36003
H  12.03531  2.81956  1.73099
H  10.89592  4.00419  2.63373
H  11.11274  3.95348  0.85655
H  10.27558  1.54350  3.33334
H  9.08676  0.90435  2.27318
H  9.20401  3.63204  3.81798
H  8.12901  2.35756  4.32778
H  7.94610  3.69024  1.79188
H  6.11573  2.10580  3.14234
H  6.79165  1.98441  1.52910
H  5.01653  4.40611  2.19375
H  4.37590  2.96898  1.52163
H  4.04525  4.24057  -0.71706
H  5.40425  5.10406  -1.28273
H  4.54634  5.63818  0.22786
C  1.61266  -5.61325  -1.19091
C  0.59519  -4.95996  -2.12024
O  1.03527  -3.61433  -2.31945
O  0.96622  -6.77196  -0.64078
H  1.80141  -4.91042  -0.37943
H  2.51825  -5.79267  -1.77040
H  -0.35689  -4.93948  -1.58995
H  0.49149  -5.46880  -3.07859
H  1.09864  -3.22498  -1.44424
H  1.59939  -7.41788  -0.31910
C  1.88190  5.77638  3.63581
C  1.48897  4.56172  2.79345
O  1.69460  3.39748  3.58046
O  3.31073  6.01034  3.87170
H  1.42544  5.66676  4.61955
H  1.37434  6.65324  3.23382
H  1.97274  4.55113  1.81674
H  0.44755  4.46864  2.48542
H  2.54607  3.48727  4.01467
H  3.43552  6.62905  4.59504

Calculated values
Energy above the lowest of the compared OMol25 structures with the same formula, charge and spin in eV: 6.267
Total charge: 0
DFT total energy in eV: -169161.762
Kohn-Sham gap in eV: 8.35
LUMO in eV: 0.42
Molecular weight in g mol⁻¹: 1855.619
E_HOMO in eV: -7.931

These are the Löwdin partial charges, in e, on atoms 1 to 99:
1. C -0.068
2. O -0.222
3. C -0.197
4. C -0.184
5. N -0.060
6. C -0.205
7. C -0.250
8. O -0.179
9. C -0.090
10. H 0.082
11. H 0.064
12. H 0.090
13. H 0.107
14. H 0.102
15. H 0.119
16. H 0.102
17. H 0.100
18. H 0.103
19. H 0.117
20. H 0.117
21. H 0.107
22. H 0.088
23. H 0.086
24. H 0.089
25. C -0.064
26. O -0.179
27. C -0.267
28. C -0.207
29. N -0.049
30. C -0.139
31. C -0.234
32. O -0.179
33. C -0.078
34. H 0.066
35. H 0.093
36. H 0.077
37. H 0.117
38. H 0.096
39. H 0.111
40. H 0.109
41. H 0.092
42. H 0.115
43. H 0.091
44. H 0.123
45. H 0.090
46. H 0.089
47. H 0.059
48. H 0.069
49. C -0.123
50. O -0.185
51. C -0.221
52. C -0.206
53. N -0.048
54. C -0.219
55. C -0.150
56. O -0.264
57. C -0.074
58. H 0.087
59. H 0.079
60. H 0.091
61. H 0.099
62. H 0.133
63. H 0.096
64. H 0.100
65. H 0.116
66. H 0.118
67. H 0.108
68. H 0.120
69. H 0.109
70. H 0.074
71. H 0.088
72. H 0.067
73. C -0.085
74. O -0.221
75. C -0.172
76. C -0.197
77. N -0.047
78. C -0.189
79. C -0.240
80. O -0.189
81. C -0.072
82. H 0.083
83. H 0.085
84. H 0.057
85. H 0.121
86. H 0.106
87. H 0.114
88. H 0.076
89. H 0.057
90. H 0.100
91. H 0.114
92. H 0.128
93. H 0.112
94. H 0.079
95. H 0.070
96. H 0.084
97. C -0.089
98. O -0.165
99. C -0.219